(1)
The molecule C3H2O in a non-equilibrium geometry. Source: OMol25; level of theory: ωB97M-V/def2-TZVPD.

```
6
Properties=species:S:1:pos:R:3
C -1.094 0.241 -0.028
C 0.322 -0.004 -0.024
C 1.500 -0.354 0.030
H -1.339 1.302 0.084
H 2.539 -0.557 -0.069
O -1.928 -0.628 0.006
```

Computed properties:
Charge: 0
Gap between HOMO and LUMO: 0.387 Ha
Structure (SMILES): C#CC=O
LUMO level: -0.19 eV
Spin multiplicity: 1
E: -5188.04780 eV

***

(2)
A cluster of 2 separate species, C4H7N2 in total in a non-equilibrium geometry. Source: OMol25; level of theory: ωB97M-V/def2-TZVPD.

```
13
Properties=species:S:1:pos:R:3
C -1.071 -1.877 2.310
C -0.053 0.245 -0.964
C -0.813 -0.299 -2.007
C 1.500 1.396 0.639
N -0.582 -1.223 1.467
N 0.664 0.889 -0.325
H -1.566 -2.440 3.053
H -1.071 -1.269 -1.820
H -0.202 -0.339 -2.951
H -1.758 0.095 -2.079
H 2.447 1.365 0.208
H 1.248 1.072 1.691
H 1.256 2.386 0.779
```

Computed properties:
Charge: +1
Gap between HOMO and LUMO: 0.467 Ha
LUMO level: -3.66 eV
Spin multiplicity: 1
E: -7232.54052 eV

***

(3)
A cluster of 7 separate species, C29H70ClN4O8 in total in a non-equilibrium geometry. Source: OMol25; level of theory: ωB97M-V/def2-TZVPD.

```
112
Properties=species:S:1:pos:R:3
C -5.599 1.288 4.957
C -4.615 0.502 4.072
C -4.907 0.566 2.580
Cl -3.938 -0.721 1.784
C -4.550 1.892 1.901
C -3.033 2.219 1.921
C -2.445 2.746 0.596
C -2.390 1.712 -0.562
N -3.076 2.115 -1.798
C -5.318 3.106 2.464
N -5.516 3.977 1.302
C -6.616 4.951 1.444
C -6.391 5.733 2.725
O -7.054 5.512 3.720
O -5.397 6.625 2.657
C -5.590 3.133 0.246
N -5.992 3.506 -0.945
N -5.189 1.859 0.542
H -6.540 1.412 4.428
H -5.225 2.297 5.108
H -5.749 0.815 5.916
H -3.583 0.754 4.294
H -4.713 -0.544 4.348
H -5.952 0.312 2.431
H -2.463 1.386 2.310
H -2.903 3.007 2.658
H -1.416 3.023 0.802
H -2.949 3.664 0.298
H -1.364 1.538 -0.863
H -2.849 0.778 -0.265
H -4.050 1.879 -1.760
H -2.966 3.100 -1.989
H -6.317 2.805 2.807
H -4.874 3.545 3.347
H -7.570 4.446 1.566
H -6.605 5.634 0.601
H -5.183 6.877 3.566
H -6.320 4.447 -1.075
H -5.995 2.883 -1.733
H -5.996 1.250 0.450
C 0.201 -1.459 -3.061
C 0.968 -0.420 -2.260
C 2.468 -0.630 -2.377
O 0.576 -0.471 -0.882
H 0.418 -2.463 -2.686
H -0.874 -1.300 -2.965
H 0.461 -1.423 -4.111
H 0.707 0.580 -2.613
H 2.745 -1.613 -1.986
H 3.010 0.119 -1.796
H 2.796 -0.570 -3.415
H 0.797 -1.346 -0.546
C -2.533 -2.024 -7.745
C -2.307 -1.944 -6.243
C -2.902 -0.669 -5.660
O -0.911 -2.012 -5.950
H -2.047 -1.184 -8.249
H -2.100 -2.939 -8.147
H -3.596 -2.005 -7.989
H -2.756 -2.812 -5.760
H -2.428 0.211 -6.102
H -2.733 -0.622 -4.583
H -3.976 -0.614 -5.847
H -0.489 -1.255 -6.369
C 2.447 1.045 1.978
C 1.310 1.324 2.939
C 0.945 0.090 3.748
O 0.163 1.784 2.210
H 2.147 0.269 1.269
H 2.689 1.938 1.400
H 3.347 0.717 2.499
H 1.593 2.132 3.616
H 0.617 -0.717 3.085
H 0.121 0.307 4.429
H 1.794 -0.266 4.332
H -0.095 1.078 1.604
C 5.444 -4.998 -2.936
C 4.319 -4.710 -1.957
C 3.965 -5.950 -1.150
O 3.165 -4.232 -2.654
H 5.147 -5.771 -3.650
H 5.690 -4.105 -3.513
H 6.339 -5.335 -2.413
H 4.618 -3.907 -1.282
H 3.620 -6.749 -1.812
H 3.156 -5.733 -0.451
H 4.825 -6.317 -0.590
H 2.879 -4.924 -3.258
C 3.099 6.894 4.736
C 2.511 5.497 4.612
C 1.003 5.505 4.817
O 3.121 4.621 5.558
H 2.915 7.299 5.734
H 4.179 6.867 4.590
H 2.666 7.575 4.002
H 2.742 5.090 3.627
H 0.752 5.867 5.818
H 0.603 4.494 4.728
H 0.507 6.144 4.085
H 2.932 4.959 6.439
C 9.532 -8.868 -1.531
C 8.351 -8.119 -2.129
C 8.799 -7.129 -3.192
O 7.634 -7.434 -1.098
H 10.222 -8.169 -1.050
H 9.193 -9.569 -0.768
H 10.079 -9.421 -2.295
H 7.650 -8.832 -2.564
H 9.464 -6.376 -2.759
H 7.940 -6.601 -3.608
H 9.327 -7.626 -4.006
H 8.237 -6.800 -0.698
```

Computed properties:
Charge: +1
Gap between HOMO and LUMO: 0.305 Ha
LUMO level: -2.97 eV
Spin multiplicity: 1
E: -66065.63796 eV